The following is a quantum chemistry calculation of the ion C8H11N2S2 with charge +1 in a non-equilibrium geometry, from the OMol25 dataset.

- E_HOMO (eV) = -13.0
- ΔE to the lowest compared entry with this formula, charge and spin (kcal per mole) = 61.8
- LUMO energy (eV) = -4.75
- frontier orbital gap (eV) = 8.208
- F_max (hartree/bohr) = 0.1007

The geometry in ORCA input format:
```
! RIJCOSX wB97M-V def2-TZVPD def2/J DEFGRID3
* xyz 1 1
C -3.6934 1.0382 -0.4284
C -2.3407 1.2145 -0.5383
C -3.9780 -0.2629 -0.0811
C -1.5408 0.0462 -0.3139
C 2.7345 2.0361 0.2454
C -0.1060 0.0815 -0.2531
C 2.1743 -0.2073 0.2882
C 0.6253 -2.0366 0.7980
N 2.2050 1.0363 -0.3244
N 0.8239 -0.6761 0.2760
S -2.5958 -1.2912 -0.0487
S 3.2918 -1.3494 -0.7681
H -4.3803 1.7562 -0.5320
H -1.9545 2.1252 -0.7238
H -4.8235 -0.8717 0.1087
H 2.6691 2.9648 -0.2453
H 2.7398 -0.1685 1.1554
H -0.3387 -2.2093 1.2582
H 0.6004 -2.5935 -0.1541
H 1.4378 -2.4842 1.3389
H 0.2366 1.0789 -0.4717
H 3.1515 1.9539 1.3804
H 3.0619 -1.1810 -1.9664
*
```


The following is a quantum chemistry calculation of a cluster of 2 separate species, C8H11N3O3P in total in a non-equilibrium geometry, from the OMol25 dataset.

- E_HOMO (spin up / spin down) (eV) = -3.8 / -5.4
- ΔE to the lowest compared entry with this formula, charge and spin (kcal per mole) = 73.9
- LUMO energy (spin up / spin down) (eV) = 2.61 / 2.97
- frontier orbital gap (spin up / spin down) (eV) = 6.407 / 8.356
- F_max (hartree/bohr) = 0.0953

The geometry in ORCA input format:
```
! RIJCOSX wB97M-V def2-TZVPD def2/J DEFGRID3
* xyz -1 1
C -0.9258 -1.7107 -2.6404
C -1.5399 -0.4980 -2.5313
C -0.8502 -2.5269 -1.4682
C -1.6817 0.0753 -1.2853
C -1.0786 -2.0072 -0.1961
C -1.5158 -0.6537 -0.1236
C 0.2025 2.5769 0.8866
C -1.8487 -0.0499 1.1064
N 1.7818 0.1371 -0.2643
N 2.9876 1.0072 2.2028
N 0.2402 1.3356 1.4321
O 1.4287 2.9662 0.9810
O -0.8778 3.0946 0.5508
O 1.1982 -0.9305 1.9625
P 1.5571 0.3984 1.4117
H -0.4159 -1.9345 -3.6180
H -1.6639 0.2038 -3.3724
H -0.3194 -3.5370 -1.4434
H -2.0721 1.1374 -1.1839
H -0.7133 -2.6503 0.6127
H -2.0738 1.0070 0.9995
H -2.0651 -0.5439 1.9650
H 1.7180 0.9363 -0.8868
H 2.6430 -0.3663 -0.4716
H 2.9059 0.4975 2.9822
H 2.9790 2.0357 2.3918
*
```


The following is a quantum chemistry calculation of the ion C8H11N4 with charge +1 in a non-equilibrium geometry, from the OMol25 dataset.

- E_HOMO (spin up / spin down) (eV) = -10.1 / -13.8
- ΔE to the lowest compared entry with this formula, charge and spin (kcal per mole) = 41.0
- LUMO energy (spin up / spin down) (eV) = -3.62 / -5.89
- frontier orbital gap (spin up / spin down) (eV) = 6.436 / 7.899
- F_max (hartree/bohr) = 0.1142
- expectation value of S² = 2.02

The geometry in ORCA input format:
```
! RIJCOSX wB97M-V def2-TZVPD def2/J DEFGRID3
* xyz 1 3
C 2.0700 -0.0018 -0.2108
C 1.1502 -1.0320 -0.2065
C 1.6401 1.3126 0.0404
C -0.5577 0.6245 -0.0173
C -2.9463 0.5455 0.2275
C 1.5412 -2.4372 -0.4015
C 2.6409 2.4535 0.1047
C -4.3725 0.5471 0.3843
N 0.3628 1.5883 0.1136
N -1.8567 0.9341 0.0192
N -1.1453 -1.5782 -0.1753
N -0.1968 -0.7330 -0.1613
H 3.0270 -0.3879 -0.0210
H -0.9567 -2.4989 -0.1476
H 1.0880 -3.0689 0.3178
H 2.6894 -2.6006 -0.2610
H 1.2252 -2.8956 -1.2991
H 3.3856 2.2621 -0.5981
H 3.0736 2.4832 1.1541
H 2.1126 3.3098 -0.0650
H -4.7495 0.7485 -0.6962
H -4.6009 0.9764 1.2847
H -4.6242 -0.5517 0.6145
*
```


The following is a quantum chemistry calculation of the ion C8H11N4S with charge +1 in a non-equilibrium geometry, from the OMol25 dataset.

- E_HOMO (spin up / spin down) (eV) = -8.9 / -13.2
- ΔE to the lowest compared entry with this formula, charge and spin (kcal per mole) = 19.9
- LUMO energy (spin up / spin down) (eV) = -3.75 / -6.99
- frontier orbital gap (spin up / spin down) (eV) = 5.110 / 6.186
- F_max (hartree/bohr) = 0.1440
- expectation value of S² = 2.03

The geometry in ORCA input format:
```
! RIJCOSX wB97M-V def2-TZVPD def2/J DEFGRID3
* xyz 1 3
C 0.3740 -1.5892 -3.0456
C 0.9941 -0.3453 -3.0586
C -0.4380 -1.8540 -1.9233
C 0.7241 0.5368 -2.0641
C -0.7214 -0.8797 -0.9966
C 0.2448 -0.6264 3.0057
C -0.7495 2.6911 -0.0707
C -0.3007 1.2202 0.1380
N 0.1265 -0.5117 1.7023
N -0.1664 0.7359 1.2909
N -0.1827 0.3271 -1.1096
N 0.0911 -1.7574 3.6745
S 0.4974 0.7690 4.0246
H 0.7159 -2.2671 -3.8741
H 1.7182 -0.2258 -3.7683
H -0.8873 -2.8245 -1.7389
H 1.2745 1.5072 -1.9473
H -1.6993 -1.0409 -0.4635
H -1.4923 2.8311 -0.8234
H 0.0863 3.2096 -0.3996
H -1.1215 3.0727 0.8365
H 0.2745 1.5127 2.9833
H -0.0133 -2.5352 3.1149
H 0.6512 -1.9561 4.5129
*
```


The following is a quantum chemistry calculation of the ion C8H11N5 with charge +2 in a non-equilibrium geometry, from the OMol25 dataset.

- E_HOMO (spin up / spin down) (eV) = -16.5 / -16.6
- ΔE to the lowest compared entry with this formula, charge and spin (kcal per mole) = 135.0
- LUMO energy (spin up / spin down) (eV) = -9.58 / -9.74
- frontier orbital gap (spin up / spin down) (eV) = 6.914 / 6.862
- F_max (hartree/bohr) = 0.0611

The geometry in ORCA input format:
```
! RIJCOSX wB97M-V def2-TZVPD def2/J DEFGRID3
* xyz 2 1
C -0.8538 -0.5045 -1.7769
C 1.0843 -1.0288 2.9036
C -0.5968 0.5894 -0.8324
C -0.2448 -1.1098 0.8602
C 2.2761 0.7219 1.7027
C -2.2679 -0.9544 -1.9977
C -0.0439 0.2998 0.3733
C -0.8925 1.9348 -1.5663
N -1.2601 -1.8410 0.2988
N -1.4137 -1.5249 -0.9493
N 1.9617 -0.1027 2.5054
N 0.2197 -1.6305 2.0234
N 3.0335 1.2479 0.7717
H -0.2302 -0.8347 -2.6061
H 1.2141 -1.5860 3.8527
H -3.0747 -0.2318 -1.6661
H -2.6846 -1.5915 -2.8351
H 0.0581 1.0371 1.1601
H -1.9466 2.0580 -1.9447
H -0.2341 1.7739 -2.4645
H -0.7168 2.8563 -0.9156
H -0.1457 -2.5551 2.3082
H 2.9452 2.2340 0.5220
H 3.8135 0.7427 0.2730
*
```


The following is a quantum chemistry calculation of the molecule C8H11N5S in a non-equilibrium geometry, from the OMol25 dataset.

- E_HOMO (eV) = -7.8
- ΔE to the lowest compared entry with this formula, charge and spin (kcal per mole) = 65.5
- LUMO energy (eV) = 0.41
- frontier orbital gap (eV) = 8.238
- F_max (hartree/bohr) = 0.0702

The geometry in ORCA input format:
```
! RIJCOSX wB97M-V def2-TZVPD def2/J DEFGRID3
* xyz 0 1
C -0.1303 2.5036 0.2627
C -0.8803 0.1729 0.0955
C -2.0579 0.6053 -0.5754
C -3.0294 -0.3392 -0.8276
C -2.8330 -1.7137 -0.4953
C -0.8130 -1.2369 0.4972
C 0.2450 -1.7645 1.4436
C 2.3208 -0.6454 -0.5299
H 0.4603 3.1337 1.0442
H -1.2420 2.7707 0.3923
H 0.1269 2.9702 -0.7515
H 1.0967 0.8944 0.9071
H -2.1162 1.6389 -0.7863
H -3.9664 -0.0124 -1.3313
H -3.4941 -2.5197 -0.7914
H -0.0781 -2.5324 2.1178
H 3.1910 -0.6189 1.3192
H 3.1829 0.1221 -2.0816
H 3.1358 1.2156 -0.6589
N 0.1393 1.0827 0.3839
N -1.7813 -2.1251 0.2908
N 1.5186 -1.5289 1.6034
N 2.2740 -0.5511 0.8817
N 3.1607 0.2818 -1.0180
S 1.5700 -1.8037 -1.3923
*
```


The following is a quantum chemistry calculation of a cluster of 2 separate species, C8H11NO in total in a non-equilibrium geometry, from the OMol25 dataset.

- E_HOMO (eV) = -9.3
- ΔE to the lowest compared entry with this formula, charge and spin (kcal per mole) = 50.6
- LUMO energy (eV) = 0.72
- frontier orbital gap (eV) = 9.986
- F_max (hartree/bohr) = 0.0713

The geometry in ORCA input format:
```
! RIJCOSX wB97M-V def2-TZVPD def2/J DEFGRID3
* xyz 0 1
C -3.1781 -0.0689 -0.3448
C -2.5153 -1.3011 -0.2047
C -1.2292 -1.3240 0.3216
C -0.8268 -0.1028 0.9126
C -1.5584 1.0783 0.9342
C -2.7027 1.0874 0.2285
C 2.5677 -0.1661 0.2822
C 3.6402 0.4976 -0.6331
H -4.1153 0.0285 -0.9187
H -2.9452 -2.1522 -0.8155
H -0.5012 -2.1397 0.1042
H 0.1501 -0.1130 1.4271
H -1.0656 1.9514 1.3987
H -3.4108 1.9596 0.2413
H 0.6292 -0.5631 0.1705
H 1.2827 -0.0803 -1.4230
H 4.4845 0.9358 -0.0013
H 3.2287 1.4746 -1.1377
H 3.9423 -0.1349 -1.5521
N 1.3943 -0.0652 -0.3546
O 2.7289 -0.8019 1.3646
*
```


The following is a quantum chemistry calculation of the molecule C8H11NO2 in a non-equilibrium geometry, from the OMol25 dataset.

- E_HOMO (eV) = -8.7
- ΔE to the lowest compared entry with this formula, charge and spin (kcal per mole) = 54.9
- LUMO energy (eV) = 0.78
- frontier orbital gap (eV) = 9.476
- F_max (hartree/bohr) = 0.1203

The geometry in ORCA input format:
```
! RIJCOSX wB97M-V def2-TZVPD def2/J DEFGRID3
* xyz 0 1
C -2.8359 -0.3738 0.8467
C -2.9259 -0.2956 -0.5165
C -0.9367 0.2502 0.1382
C 1.4646 -1.0206 -0.1863
C 1.0418 -2.0957 -1.2189
C 1.0591 1.3973 0.9951
C 0.6831 1.2667 -1.4650
C 0.4836 0.5025 -0.1561
N -1.5451 -0.0544 1.2346
O 2.3636 -1.1706 0.5461
O -1.7163 0.1124 -0.9861
H -3.5543 -0.5434 1.6069
H -3.7471 -0.3999 -1.1767
H 1.3457 -1.7994 -2.1947
H 0.0111 -2.0541 -1.0642
H 1.4651 -3.0069 -0.9073
H 2.1717 1.3321 0.7087
H 0.9698 0.8354 1.9646
H 0.7393 2.3598 0.8973
H 1.1857 2.1449 -1.2351
H -0.2053 1.5340 -1.9568
H 1.2908 0.7519 -2.1362
*
```


The following is a quantum chemistry calculation of the molecule C8H11NO2S in a non-equilibrium geometry, from the OMol25 dataset.

- E_HOMO (spin up / spin down) (eV) = -4.9 / -10.7
- ΔE to the lowest compared entry with this formula, charge and spin (kcal per mole) = 149.1
- LUMO energy (spin up / spin down) (eV) = 0.68 / -4.28
- frontier orbital gap (spin up / spin down) (eV) = 5.590 / 6.405
- F_max (hartree/bohr) = 0.1641
- expectation value of S² = 2.01

The geometry in ORCA input format:
```
! RIJCOSX wB97M-V def2-TZVPD def2/J DEFGRID3
* xyz 0 3
C 0.8449 1.8256 -0.4399
C 2.1052 -2.1951 -0.2653
C 0.7510 -2.8289 0.0142
C 0.5964 -0.3826 1.0541
C 0.1503 -0.5694 -1.2355
C 0.0139 0.7089 -0.2456
C 0.8567 -1.3586 -0.0490
C -1.9555 2.9270 0.5811
N 1.4997 2.7481 -0.4679
O -2.2092 0.3399 1.3062
O -2.5281 0.8444 -1.0888
S -1.8285 1.1075 0.1180
H 2.9709 -2.1137 0.4000
H 2.3869 -2.1947 -1.3205
H 0.3014 -3.3749 -0.7418
H 0.7713 -3.3856 0.9567
H 1.5002 -0.0906 1.7066
H -0.3247 -0.5804 1.5808
H -0.7256 -1.0037 -1.5438
H 0.8114 -0.2551 -2.1046
H -2.8340 3.4282 0.0165
H -2.1774 3.1512 1.5564
H -0.9774 3.2524 0.2121
*
```


The following is a quantum chemistry calculation of a cluster of 2 separate species, C8H11NO2S2 in total in a non-equilibrium geometry, from the OMol25 dataset.

- E_HOMO (spin up / spin down) (eV) = -7.2 / -6.9
- ΔE to the lowest compared entry with this formula, charge and spin (kcal per mole) = 56.4
- LUMO energy (spin up / spin down) (eV) = -0.38 / -0.31
- frontier orbital gap (spin up / spin down) (eV) = 6.845 / 6.617
- F_max (hartree/bohr) = 0.0771

The geometry in ORCA input format:
```
! RIJCOSX wB97M-V def2-TZVPD def2/J DEFGRID3
* xyz 0 1
C -2.6546 -1.3700 0.2947
C -1.3676 -0.9263 0.7665
C -3.3040 -0.4545 -0.4734
C -1.0573 0.3834 0.3730
C 1.0093 -1.1797 -0.8229
C 1.1350 0.6768 1.6755
C 1.0914 0.1508 -1.2999
C 0.0922 1.2298 0.6345
N 2.3556 0.7636 -1.5937
O 2.0618 -1.5973 -0.0153
O 0.0397 -1.9185 -0.8234
S -2.3894 0.9420 -0.7040
S 0.2050 2.7692 -0.0591
H -2.8910 -2.3709 0.4946
H -0.7251 -1.4601 1.5211
H -4.0270 -0.7110 -1.2611
H 1.9436 1.2671 2.0509
H 1.6147 -0.1646 1.2000
H 0.5929 0.2838 2.4721
H 0.3161 0.6117 -1.8962
H 2.3782 1.6736 -1.9572
H 1.6823 -2.0081 0.7170
H 3.0218 0.4774 -0.9630
H -1.1234 2.9318 -0.3310
*
```